No. 1
{
  "formula": "C3H7I",
  "method": "the ωB97M-V functional and the def2-TZVPD basis",
  "symbols": ["C", "C", "C", "I", "H", "H", "H", "H", "H", "H", "H"],
  "positions_angstrom": [[0.320894, -1.245236, 0.164841], [0.117121, 1.312581, 0.186219], [-0.544357, 0.001034, -0.109338], [-2.601591, -0.045033, 0.025402], [0.699222, -1.199793, 1.242236], [-0.007529, -2.224098, 0.025599], [1.322415, -1.211219, -0.224139], [0.970409, 1.453436, -0.479435], [0.488334, 1.223339, 1.192413], [-0.335686, 2.247903, 0.137004], [-0.429237, -0.312918, -2.160802]],
  "atomic_forces_ev_per_a": [[1.130, 2.283, 2.800], [1.628, -1.429, -0.308], [1.038, -1.167, -3.199], [-0.311, -0.230, 0.407], [-1.132, -0.036, -0.531], [-1.324, -1.234, -0.537], [0.220, 0.533, -1.250], [0.284, -0.399, 0.143], [0.445, 0.023, 0.676], [-1.894, 1.113, -0.262], [-0.084, 0.544, 2.063]],
  "nbo_charge": [-0.6894, -0.7151, -0.1516, 0.2072, 0.1995, 0.2358, 0.2321, 0.2355, 0.2157, 0.2369, -0.0066],
  "orbital_gap_ha": [0.32197, 0.28526],
  "e_lumo_ha": [-0.0027, -0.0078],
  "de_lowest_kcal_mol": 85.69,
  "homo_energy_ev": [-8.8338, -7.9749]
}

***

No. 2
{
  "formula": "C15H25BrNO2",
  "method": "the ωB97M-V functional and the def2-TZVPD basis",
  "symbols": ["C", "H", "O", "C", "C", "C", "N", "H", "C", "C", "H", "H", "C", "H", "H", "C", "H", "H", "O", "C", "C", "C", "C", "C", "C", "C", "H", "H", "H", "H", "Br", "H", "H", "H", "H", "H", "H", "H", "H", "H", "H", "H", "H", "H"],
  "positions_angstrom": [[-3.430157, -1.715881, -1.481655], [-4.073508, -1.269988, -0.911955], [-2.066102, -1.759431, -0.950680], [-2.176186, -2.707364, 0.211613], [-2.440479, -2.042850, 1.367386], [-1.374372, -0.976154, 1.823840], [-1.276706, -0.069406, 0.806607], [-0.212817, 0.401089, 0.394070], [-2.077290, 1.295846, 0.635183], [-1.732021, 2.161441, -0.457025], [-1.890625, 1.849194, -1.366262], [-2.683027, 3.036176, -0.557353], [-0.422263, 2.791909, -0.494382], [-0.251322, 3.413867, 0.673897], [-0.538300, 3.835269, -1.150440], [0.717387, 2.175550, -0.728648], [0.635843, 1.568205, -1.773688], [1.584027, 2.851054, -0.894769], [1.252776, 1.314119, 0.038661], [2.443450, 0.808492, 0.161525], [3.445478, 1.598817, 0.376908], [4.684306, 1.264523, 0.617046], [5.074328, -0.003265, 0.083223], [4.002745, -0.909264, -0.223351], [2.742542, -0.362553, -0.642324], [1.740190, -1.437764, -0.864736], [2.077182, -2.404376, -1.516407], [0.911480, -0.764712, -1.421520], [1.133522, -2.006001, 0.112503], [4.339218, -1.994762, -0.663929], [6.888170, -0.628892, -0.038655], [5.565505, 1.793591, 0.665215], [3.284319, 2.638361, 0.832218], [-1.816236, 1.656245, 1.644834], [-3.108173, 0.910630, 0.751635], [-1.420929, -0.288923, -0.173622], [-1.451835, -0.324642, 2.525219], [-0.385807, -1.424423, 2.134078], [-2.556998, -2.509865, 2.376775], [-3.528952, -1.200501, 1.546410], [-2.908766, -3.533759, 0.299914], [-1.387408, -3.080541, 0.510733], [-3.945188, -2.730536, -1.872947], [-3.367020, -1.218532, -2.405157]],
  "atomic_forces_ev_per_a": [[2.891, -4.556, -4.501], [-3.534, 2.642, 3.812], [-2.492, -3.365, 0.770], [-6.582, 1.558, -4.847], [-4.262, 8.653, 9.681], [1.576, -5.562, -2.962], [5.487, 7.398, -9.053], [-1.837, -1.779, 2.754], [-1.195, -3.091, 5.496], [-3.002, 4.238, 1.951], [-0.987, -2.953, -5.029], [2.827, -2.225, 1.017], [-5.314, 10.429, 5.212], [-0.550, -1.728, -2.946], [0.612, -3.046, 1.315], [7.628, -0.553, -9.777], [-0.116, 1.437, 1.052], [-0.889, 0.771, -0.699], [-3.859, -4.876, 7.325], [-0.387, -3.376, -5.930], [0.075, 7.303, 4.676], [4.904, -5.085, -3.168], [-1.913, -1.455, 1.368], [2.717, -0.629, -3.905], [1.700, -2.938, 5.982], [-4.082, -1.391, -1.370], [-0.697, 2.824, 1.334], [1.028, -2.431, 0.739], [2.009, 2.038, -2.382], [-1.048, 2.712, 1.345], [-0.895, 0.465, 0.271], [1.124, 2.448, 1.104], [-0.608, -1.171, -1.070], [-0.441, 1.104, -0.544], [0.210, 0.785, -0.680], [-0.595, -2.461, 0.166], [-2.213, 2.978, 6.104], [-0.589, 0.049, -1.109], [-0.224, -1.082, -1.416], [2.623, -2.849, -1.319], [0.053, 0.221, -2.002], [8.874, -4.203, 0.871], [1.709, 1.632, 1.458], [0.263, 1.120, -1.096]],
  "nbo_charge": [-0.2560, 0.1657, -0.5450, -0.1488, -0.3577, -0.2451, -0.6196, 0.4712, -0.2104, -0.4790, 0.2314, 0.2734, -0.3996, 0.1887, 0.2915, -0.0913, 0.1360, 0.2156, -0.5197, 0.2718, -0.2480, -0.2260, -0.0492, -0.2067, -0.0718, -0.6505, 0.2653, 0.1996, 0.2079, 0.2329, 0.0977, 0.2394, 0.2301, 0.2144, 0.2316, 0.4650, 0.2152, 0.2197, 0.2710, 0.1656, 0.2280, 0.1961, 0.1966, 0.2028],
  "orbital_gap_ha": 0.32703,
  "e_lumo_ha": -0.0916,
  "de_lowest_kcal_mol": 351.03,
  "total_charge": 1,
  "homo_energy_ev": -11.3913
}

***

| no. | molecular weight (g mol⁻¹) |
| --- | --- |
| 1 | 169.99 |
| 2 | 331.27 |